Below is a cluster of 2 separate species, C4H11NO3 in total, with properties calculated with ωB97M-V/def2-TZVPD.

XYZ file:
```
19
Properties=species:S:1:pos:R:3:forces:R:3:mulliken_charge:R:1
C 0.89339 -0.01145 0.40703 1.015 -0.642 -0.007 0.72
C -2.56334 0.00319 -0.27208 -0.066 -0.382 -0.043 -0.61
C 1.80568 0.65455 1.39453 -0.306 0.142 -0.089 -1.41
C 0.74992 -1.50662 0.47488 -0.547 0.249 -0.071 -1.17
N 0.33002 0.01536 -1.82431 -0.286 -0.851 -0.828 -0.14
O 1.06121 0.51430 -0.84562 0.172 1.111 0.570 -0.09
O -1.57998 0.96434 -0.00317 2.513 -0.493 1.270 -0.58
O 0.24728 0.96673 -2.79162 0.048 -0.015 0.214 -0.33
H -0.00184 1.80541 -2.36248 0.081 -0.066 0.118 0.32
H -0.62683 0.52596 0.44746 -2.861 1.020 -1.216 0.38
H -2.73673 -0.66873 0.57738 -0.050 0.040 -0.018 0.25
H -2.31266 -0.61204 -1.14663 -0.005 0.032 0.038 0.26
H -3.50140 0.52837 -0.48678 0.153 -0.037 0.079 0.27
H 1.37853 0.56598 2.39431 0.028 0.004 -0.012 0.36
H 1.91877 1.71134 1.15744 0.002 0.003 0.031 0.37
H 2.79544 0.19250 1.41486 0.055 -0.066 -0.064 0.36
H 0.61203 -1.81172 1.51056 -0.023 -0.019 -0.010 0.35
H -0.10494 -1.82727 -0.12054 -0.004 -0.139 0.064 0.32
H 1.63545 -2.01020 0.07477 0.080 0.111 -0.024 0.37
```
Forces are in eV/Å.

Its HOMO energy (alpha / beta) is -8.85 / -8.34 eV. The value obtained for the LUMO energy (alpha / beta) is -0.57 / 0.39 eV. Its energy relative to the best compared isomer or geometry (same formula, charge and spin) is 165.4 kcal per mole.